(1)
{"formula": "C27H62N26O12S", "method": "the ωB97M-V functional and the def2-TZVPD basis", "lumo_energy_ev": -0.30, "spin_multiplicity": 1, "smiles": "CC(C)Cc1cnc2ccc(CCSc3nnco3)cc2n1.NC(N)=O.NC(N)=O.NC(N)=O.NC(N)=O.NC(N)=O.NC(N)=O.NC(N)=O.NC(N)=O.NC(N)=O.NC(N)=O.NC(N)=O", "total_charge": 0, "orbital_gap_ev": 8.283, "species": ["C", "C", "C", "C", "C", "C", "N", "C", "C", "C", "C", "C", "C", "S", "C", "N", "N", "C", "O", "C", "C", "N", "H", "H", "H", "H", "H", "H", "H", "H", "H", "H", "H", "H", "H", "H", "H", "H", "H", "H", "N", "C", "N", "O", "H", "H", "H", "H", "N", "C", "N", "O", "H", "H", "H", "H", "N", "C", "N", "O", "H", "H", "H", "H", "N", "C", "N", "O", "H", "H", "H", "H", "N", "C", "N", "O", "H", "H", "H", "H", "N", "C", "N", "O", "H", "H", "H", "H", "N", "C", "N", "O", "H", "H", "H", "H", "N", "C", "N", "O", "H", "H", "H", "H", "N", "C", "N", "O", "H", "H", "H", "H", "N", "C", "N", "O", "H", "H", "H", "H", "N", "C", "N", "O", "H", "H", "H", "H"], "positions_angstrom": [[3.47358, -6.64602, -1.57989], [4.08196, -5.18608, -1.63644], [4.67780, -4.90168, -0.16977], [3.02564, -4.03301, -1.91154], [1.71974, -4.49674, -2.63521], [1.54210, -4.15640, -4.08247], [0.45934, -4.44803, -4.85738], [-0.46431, -5.16648, -4.10044], [-1.74158, -5.58752, -4.79250], [-2.79342, -6.35015, -4.11564], [-2.62625, -6.74884, -2.65592], [-3.75612, -7.60816, -1.95636], [-3.99860, -7.20545, -0.44888], [-5.31030, -5.91367, -0.37840], [-4.46366, -4.34321, -0.68953], [-3.49266, -3.75401, 0.10140], [-3.13494, -2.59103, -0.45076], [-3.81708, -2.34861, -1.60980], [-4.61619, -3.46523, -1.73081], [-1.41539, -6.30367, -1.98637], [-0.32857, -5.52072, -2.67616], [0.77832, -5.16273, -1.90928], [4.26102, -7.30678, -1.09778], [2.60683, -6.64906, -0.85934], [3.23341, -7.09546, -2.57875], [4.95213, -5.20575, -2.34510], [4.74378, -3.77034, -0.10305], [5.67204, -5.40400, -0.03121], [3.92802, -5.20506, 0.62191], [2.75538, -3.45205, -0.98661], [3.52925, -3.29740, -2.61420], [2.38679, -3.57339, -4.58336], [-1.90843, -5.31589, -5.87124], [-3.69673, -6.62917, -4.71727], [-3.34927, -8.66973, -1.94324], [-4.67988, -7.63779, -2.58926], [-3.02808, -6.90263, 0.02467], [-4.35051, -8.12100, 0.11484], [-3.78206, -1.48820, -2.31202], [-1.25685, -6.56677, -0.90372], [8.68738, -7.52681, 1.54977], [7.50691, -7.30122, 2.19173], [7.50589, -6.21563, 3.01409], [6.52974, -8.01381, 2.04181], [9.50192, -6.95232, 1.65990], [8.72895, -8.31934, 0.93297], [6.65268, -6.01489, 3.50632], [8.29902, -5.61735, 3.15068], [0.06304, -1.55749, 2.11765], [-0.35801, -0.26476, 2.15187], [-1.37905, 0.02409, 1.31170], [0.14762, 0.57757, 2.88599], [-0.33969, -2.26010, 1.52328], [0.82042, -1.80948, 2.72853], [-1.71766, 0.97048, 1.30998], [-1.80808, -0.64845, 0.70039], [0.08158, 1.41738, -2.26900], [-1.24823, 1.69125, -2.18813], [-1.67650, 2.69736, -3.00307], [-1.99843, 1.08398, -1.44328], [0.71710, 1.90367, -2.87466], [0.43395, 0.67997, -1.68159], [-2.65468, 2.92800, -2.97046], [-1.07541, 3.20896, -3.62317], [4.26839, 3.71986, 2.16756], [3.21715, 3.09599, 2.77037], [2.41288, 2.39138, 1.93240], [3.01432, 3.16682, 3.97228], [4.45375, 3.67591, 1.18314], [4.88532, 4.25207, 2.75692], [1.61968, 1.91488, 2.34208], [2.56269, 2.32183, 0.94312], [0.27856, 4.39204, -0.05499], [-0.13978, 5.68650, -0.04918], [-1.16540, 5.96066, -0.89235], [0.37160, 6.53760, 0.66383], [-0.12519, 3.67663, -0.63164], [1.03864, 4.15261, 0.56118], [-1.50259, 6.91133, -0.91564], [-1.59914, 5.27708, -1.48422], [4.67974, -0.89301, -7.26394], [3.63736, -1.56623, -6.70544], [2.85905, -2.24976, -7.58693], [3.41675, -1.55798, -5.50462], [4.87821, -0.88695, -8.24694], [5.27714, -0.37619, -6.64238], [2.07747, -2.76024, -7.20969], [3.02188, -2.27049, -8.57626], [0.38410, 8.57811, 2.67144], [-0.77265, 8.87166, 3.31865], [-0.72691, 9.99572, 4.09127], [-1.77910, 8.18533, 3.22011], [1.21670, 9.13240, 2.74292], [0.39391, 7.75036, 2.08663], [-1.56506, 10.24601, 4.58665], [0.08616, 10.57453, 4.18767], [4.53119, 4.93821, 6.56814], [4.10511, 6.22848, 6.56627], [3.07655, 6.48131, 5.71213], [4.60454, 7.09153, 7.27360], [4.12923, 4.21700, 5.99105], [5.28961, 4.70531, 7.18448], [2.72932, 7.42351, 5.67866], [2.65431, 5.78355, 5.12400], [-8.92234, -8.34506, -0.37499], [-7.99033, -8.98740, -1.12854], [-8.48358, -9.63565, -2.21824], [-6.80214, -8.98272, -0.84871], [-9.90252, -8.33624, -0.58684], [-8.59461, -7.85436, 0.43918], [-7.82355, -10.12234, -2.79952], [-9.45521, -9.65200, -2.46601], [-1.17519, 12.46899, 7.39312], [-2.16728, 12.86057, 6.54582], [-3.33434, 12.17040, 6.67923], [-2.02228, 13.75631, 5.73277], [-1.27474, 11.73429, 8.06876], [-0.29735, 12.95403, 7.32567], [-4.09161, 12.42953, 6.07105], [-3.47332, 11.43021, 7.34179], [-4.76967, 6.41583, -2.54697], [-4.23597, 7.39463, -1.76220], [-4.97788, 7.72197, -0.67401], [-3.17142, 7.93510, -2.01887], [-5.64174, 5.95916, -2.35460], [-4.24807, 6.14787, -3.36297], [-4.61436, 8.44040, -0.07036], [-5.85365, 7.29063, -0.44453]]}


(2)
{"formula": "C5H20BeN10O9S", "method": "the ωB97M-V functional and the def2-TZVPD basis", "lumo_energy_ev": [2.15, 2.00], "spin_multiplicity": 2, "total_charge": -1, "orbital_gap_ev": [2.501, 5.338], "species": ["Be", "S", "O", "O", "O", "O", "C", "O", "N", "N", "H", "H", "H", "H", "C", "O", "N", "N", "H", "H", "H", "H", "C", "O", "N", "N", "H", "H", "H", "H", "C", "O", "N", "N", "H", "H", "H", "H", "C", "O", "N", "N", "H", "H", "H", "H"], "positions_angstrom": [[-0.09051, 0.29392, 1.18133], [0.37722, -0.09122, 4.20113], [0.52491, 1.05993, 3.34159], [1.66691, -0.46585, 4.69654], [-0.57263, 0.25674, 5.22231], [-0.06069, -1.07722, 3.22961], [3.28894, 0.95172, 0.18657], [2.23394, 0.50764, 0.69570], [4.42286, 1.05480, 0.84776], [3.31592, 1.34139, -1.02884], [5.27196, 1.35699, 0.39189], [4.44543, 0.35981, 1.58028], [2.41122, 1.52256, -1.43969], [4.16583, 1.59539, -1.51178], [0.18974, -0.84376, -2.28623], [-0.29246, -0.25554, -1.33676], [1.37269, -1.33689, -2.35649], [-0.30579, -1.06650, -3.50039], [1.69016, -1.88025, -3.14647], [1.88830, -1.25502, -1.49188], [-1.17845, -0.62073, -3.74507], [0.24417, -1.60848, -4.15147], [-0.19333, -3.21524, 0.21030], [-0.02859, -2.15931, 0.82670], [0.71874, -3.89921, -0.29979], [-1.32965, -3.79183, 0.04204], [0.41186, -4.58254, -0.97726], [1.70415, -3.67837, -0.31736], [-2.17896, -3.42597, 0.44814], [-1.32881, -4.49955, -0.67854], [-3.31524, -0.49368, 0.31031], [-2.55493, -0.22606, 1.25020], [-4.60065, -0.64397, 0.50358], [-3.06487, -0.61797, -0.98184], [-5.17335, -0.65453, -0.32828], [-4.97681, -0.46584, 1.42384], [-3.73409, -0.94063, -1.66605], [-2.16117, -0.38807, -1.36988], [-0.44291, 3.69088, 0.18492], [-0.46322, 2.43628, 0.15573], [0.54191, 4.39776, -0.22247], [-1.22425, 4.43889, 0.88434], [0.52515, 5.40455, -0.14377], [1.04832, 3.93169, -0.96167], [-2.10813, 4.14511, 1.27491], [-1.08082, 5.43815, 0.85224]]}


Record order is preserved below.
Total energy: -103160.8810, -50073.8178 eV